23
Properties=species:S:1:pos:R:3:forces:R:3:nbo_charge:R:1 method="wB97M-V/def2-TZVPD" smiles="C[N+]1(C)C(=O)N(O)c2cccnc21" total_charge=+1 orbital_gap_ev=9.937 fmax_ev_per_a=1.855 lumo_ha=-0.1228 total_energy_ha=-625.29201
C -1.0791 1.6664 -1.1940 -0.20 0.43 -0.83 -0.42
N -0.8011 0.8290 -0.0215 -0.70 -1.72 0.10 -0.28
C -1.0918 1.5437 1.2320 -0.16 0.42 0.76 -0.42
C -1.7559 -0.5511 -0.0366 0.43 1.57 0.06 0.80
O -2.9310 -0.4605 -0.0411 -0.12 -0.19 -0.07 -0.50
N -0.8767 -1.5435 0.0093 -0.48 -0.18 -0.08 -0.12
O -1.2320 -2.8744 -0.0075 0.47 -0.12 0.00 -0.48
C 0.4612 -1.1476 -0.0046 0.49 0.47 0.02 0.09
C 1.6378 -1.8778 0.0175 -0.28 0.18 -0.03 -0.17
C 2.8137 -1.1337 0.0031 -0.26 0.08 0.01 -0.20
C 2.7627 0.2560 -0.0382 0.31 -0.13 0.01 0.04
N 1.6270 0.9449 -0.0544 -0.84 0.26 0.02 -0.38
C 0.5266 0.2438 -0.0315 0.88 -0.84 -0.01 0.31
H -2.1176 1.9947 -1.1744 0.03 -0.11 0.12 0.25
H -0.4187 2.5342 -1.1782 0.00 -0.12 0.12 0.25
H -0.8973 1.1010 -2.1071 0.02 -0.05 0.08 0.24
H -2.1468 1.8120 1.2595 0.02 -0.06 -0.13 0.25
H -0.8614 0.9088 2.0863 0.04 -0.05 -0.09 0.24
H -0.4788 2.4428 1.2781 0.03 -0.07 -0.08 0.25
H -2.2019 -2.9575 -0.0108 0.04 0.44 0.02 0.51
H 1.6339 -2.9558 0.0414 0.01 -0.09 0.01 0.26
H 3.7680 -1.6318 0.0302 0.11 -0.06 -0.03 0.25
H 3.6591 0.8561 -0.0574 0.17 -0.07 0.01 0.23

16
Properties=species:S:1:pos:R:3:forces:R:3:nbo_charge:R:1 method="wB97M-V/def2-TZVPD" orbital_gap_ev=9.034 fmax_ev_per_a=2.427 lumo_ha=0.0258 total_energy_ha=-648.80391
C -1.7785 -1.6625 0.0153 -0.10 -0.35 -0.98 -0.65
C -1.4818 -0.1913 -0.0949 0.88 0.88 0.49 -0.13
C -0.2594 0.4255 -0.0524 -2.10 -1.22 0.11 -0.07
C -0.0967 1.8938 0.0282 -0.69 1.02 -0.43 -0.63
C 0.9808 -0.3348 -0.0330 -0.88 -1.03 0.45 0.06
N 2.0714 0.2877 -0.0544 1.15 0.49 -0.19 -0.55
S 3.4816 -0.6365 -0.0095 -0.33 -0.89 0.07 0.19
H -0.8153 -2.2407 -0.1670 -1.69 0.29 0.34 0.21
H -2.2182 -1.8486 1.0213 0.51 -0.14 -0.56 0.23
H -2.6086 -1.9524 -0.7303 1.46 0.26 0.96 0.22
H -2.3679 0.4589 -0.0771 0.39 -0.16 -0.05 0.20
H -1.0367 2.4571 0.1876 0.28 -0.59 -0.11 0.21
H 0.5711 2.1568 0.8404 0.26 0.07 -0.01 0.23
H 0.3243 2.2499 -0.9160 0.22 0.18 0.21 0.23
H 0.9221 -1.4335 0.0931 0.11 0.45 -0.26 0.16
H 4.3118 0.3706 -0.0513 0.54 0.74 -0.02 0.11

46
Properties=species:S:1:pos:R:3:forces:R:3:lowdin_charge:R:1 method="wB97M-V/def2-TZVPD" total_charge=+2 orbital_gap_ev="3.693 / 3.706" fmax_ev_per_a=4.045 lumo_ha="-0.4140 / -0.4136" total_energy_ha=-1689.66179
C -2.0487 -0.4360 1.1295 -1.91 0.56 1.37 -0.05
C -2.2398 -0.2201 -1.2973 -2.57 1.08 -0.73 -0.03
H -2.4748 -1.4465 1.2285 0.72 0.15 -0.50 0.04
H -2.8101 0.2925 0.8313 0.49 -0.09 0.06 0.04
H -1.6023 -0.0530 2.0601 0.76 -0.11 -0.43 0.06
H -2.1184 -0.4706 -2.3481 1.12 -0.47 0.03 0.06
H -3.1138 -0.7600 -0.9267 0.47 -0.09 0.07 0.05
H -2.3100 0.8654 -1.1257 0.44 -0.36 0.19 0.03
C 1.8871 -2.0806 2.0031 0.27 -0.04 0.11 -0.10
C 2.8377 -2.9294 2.5784 -0.34 0.33 -0.41 0.01
C 3.8099 -3.4771 1.7430 -0.09 0.26 -0.01 0.02
C 3.7917 -3.1996 0.3792 -0.60 0.58 -0.18 0.05
H 1.0600 -1.6672 2.5900 0.49 -0.06 -0.11 0.12
H 2.8001 -3.1329 3.6474 0.01 -0.01 -0.31 0.13
H 4.5888 -4.1118 2.1464 -0.08 -0.04 0.01 0.14
H 4.5246 -3.6280 -0.2930 -0.08 -0.07 0.23 0.12
N 1.9301 -1.7429 0.7018 -0.76 -0.22 -0.12 -0.01
C 2.8174 -2.3297 -0.1399 -0.02 0.23 0.75 -0.19
C 2.6874 -2.0450 -1.5925 0.06 0.43 -0.72 -0.19
N 1.6468 -1.2818 -2.0032 -0.66 -0.24 0.21 -0.01
C 1.3921 -1.1196 -3.3133 0.34 0.05 -0.11 -0.09
C 3.3802 -2.3193 -3.8959 -0.14 0.24 0.27 0.02
C 2.2585 -1.6002 -4.3029 -0.27 0.06 0.61 0.01
H 0.4673 -0.5939 -3.5693 0.48 -0.04 0.00 0.12
H 2.0477 -1.4001 -5.3495 0.01 -0.09 0.20 0.13
C 3.5924 -2.5564 -2.5394 -0.73 0.49 0.40 0.05
H 4.4554 -3.1012 -2.1930 0.02 -0.09 -0.18 0.12
H 4.0973 -2.6876 -4.6169 -0.05 -0.02 -0.05 0.14
Pb -0.0703 -0.5630 -0.2820 2.76 -0.90 -0.67 1.29
I -1.0200 -3.4941 -0.7171 0.33 1.39 0.09 0.35
O 1.3803 3.3748 0.9207 -1.72 -2.18 -1.79 0.14
C 0.4470 2.7370 0.4006 0.74 2.72 2.90 -0.57
O 0.5282 1.7809 -0.4803 0.43 -3.11 -1.01 -0.15
C -0.9522 3.1210 0.8140 -0.86 -0.01 0.22 -0.15
C -1.2541 3.2832 2.1767 -0.05 0.14 -0.10 0.00
C -2.5612 3.5559 2.5966 -0.42 -0.05 -0.50 0.04
C -3.5699 3.7263 1.6233 2.26 -0.77 -0.42 -0.14
C -3.2516 3.7028 0.2498 -0.63 -0.23 0.69 0.03
C -1.9734 3.3296 -0.1379 0.42 -0.09 0.00 -0.03
N -4.9392 3.6364 2.0231 -3.65 0.35 1.06 -0.31
O -5.1959 3.4646 3.2362 0.79 0.32 -2.48 0.09
O -5.8199 3.7056 1.1343 1.97 -0.16 1.65 0.08
H -0.4654 3.1677 2.9222 -0.18 0.08 -0.25 0.13
H -2.8293 3.6006 3.6559 0.12 -0.04 -0.44 0.13
H -4.0471 3.9062 -0.4676 0.26 -0.18 0.16 0.13
H -1.7607 3.1975 -1.2010 0.07 0.28 0.25 0.13

39
Properties=species:S:1:pos:R:3:forces:R:3:nbo_charge:R:1 method="wB97M-V/def2-TZVPD" orbital_gap_ev=10.535 fmax_ev_per_a=1.897 lumo_ha=-0.0007 total_energy_ha=-993.72489
O -2.4209 0.9730 -2.0359 0.02 -0.07 -0.23 -0.96
H -2.4391 0.9922 -1.0790 0.28 -0.08 0.43 0.50
H -3.3197 1.1733 -2.2971 -0.19 0.08 -0.19 0.48
O 0.1196 -2.7132 -1.6129 -0.82 -0.40 -0.52 -1.00
H -0.0674 -3.0861 -0.7514 -0.06 -0.31 0.38 0.48
H 0.8940 -2.1677 -1.4753 0.19 0.18 -0.19 0.48
O -0.9523 4.1466 -0.6160 -0.30 0.33 -0.11 -0.95
H -0.6073 3.3103 -0.9288 0.17 -0.42 -0.15 0.48
H -0.2656 4.4909 -0.0448 0.10 0.04 0.27 0.47
O -2.5331 -1.8492 0.7207 -0.16 0.51 0.37 -0.98
H -1.7011 -2.2919 0.8884 0.34 -0.69 -0.03 0.49
H -2.8675 -2.2606 -0.0763 -0.05 0.01 -0.25 0.49
O 0.9995 2.3167 -1.9711 0.32 0.37 0.57 -1.01
H 1.0462 3.1099 -2.5048 0.01 0.33 -0.07 0.49
H 0.8598 1.6107 -2.6021 -0.44 -0.80 -0.51 0.51
O -0.1427 0.5641 0.3140 -0.44 -0.11 0.03 -0.96
H -0.0629 -0.3644 0.5321 0.00 -0.29 -0.11 0.47
H 0.4437 0.6866 -0.4325 0.22 0.17 -0.33 0.50
O -0.2175 2.1442 2.4916 -0.09 0.70 0.64 -0.96
H -0.1780 1.6239 3.2940 0.12 -0.04 0.12 0.45
H -0.4596 1.5168 1.8104 0.18 -0.20 -0.52 0.49
O 3.3786 2.1952 -0.1233 0.42 -0.12 0.37 -0.94
H 2.4953 2.5288 -0.2810 -0.36 0.01 -0.17 0.49
H 3.5582 1.6278 -0.8730 0.01 0.10 -0.21 0.45
O -0.0340 -3.4567 1.2106 -0.86 -1.07 -1.31 -1.01
H 0.4162 -4.2654 1.4547 -0.11 -0.31 -0.08 0.48
H 0.4687 -2.7636 1.6383 0.41 0.62 0.75 0.49
O 2.0879 -1.1151 -1.2262 0.52 0.48 0.19 -0.95
H 2.4916 -1.2664 -0.3715 0.18 -0.05 0.39 0.49
H 2.6483 -0.4611 -1.6439 0.04 0.16 -0.29 0.49
O -1.3832 -0.5490 3.2179 0.15 -0.07 0.29 -0.98
H -1.9853 0.0942 3.5922 -0.09 0.21 0.16 0.50
H -1.7662 -0.7708 2.3692 -0.50 -0.15 -0.50 0.50
O -0.0631 0.1716 -3.3859 0.61 0.11 -0.34 -0.99
H 0.0937 -0.7523 -3.5809 0.14 -0.31 0.04 0.49
H -0.9453 0.1922 -3.0151 -0.66 0.24 0.42 0.51
O 0.9192 -1.8077 2.7596 1.23 0.39 0.27 -0.96
H 1.2809 -2.2584 3.5227 0.22 -0.15 0.15 0.49
H 0.2105 -1.2696 3.1123 -0.74 0.61 0.26 0.51

48
Properties=species:S:1:pos:R:3:forces:R:3:nbo_charge:R:1 method="wB97M-V/def2-TZVPD" smiles="NC(N)=O.NC(N)=O.NC(N)=O.NC(N)=O.NC(N)=O.NC(N)=O" orbital_gap_ev=7.837 fmax_ev_per_a=8.740 lumo_ha=-0.0051 total_energy_ha=-1351.61059
N 4.4196 -1.4654 1.5302 4.49 4.19 2.03 -0.80
C 3.5717 -2.2446 0.9847 -3.52 -1.86 0.92 0.73
N 4.0673 -2.7439 -0.1172 0.26 -2.51 -3.67 -0.84
O 2.4858 -2.5936 1.4207 -0.55 0.25 0.26 -0.66
H 5.2635 -1.4495 0.9755 0.25 0.59 0.87 0.37
H 4.3458 -0.7490 2.2383 -0.67 -0.55 -0.03 0.42
H 4.8585 -2.3874 -0.6339 -0.32 -0.37 0.22 0.38
H 3.5523 -3.5554 -0.4275 0.30 0.22 -0.56 0.42
N -0.9229 0.4999 -0.4313 -2.66 2.04 -2.32 -0.84
C -0.0069 0.1799 0.4669 -1.68 -1.56 -1.38 0.77
N 0.9333 -0.4919 -0.0997 4.44 -1.05 -0.94 -0.81
O -0.2413 0.2372 1.6282 0.11 1.38 3.86 -0.71
H -1.8623 0.7083 -0.1246 0.45 0.06 -0.13 0.39
H -0.7531 0.2965 -1.4059 -0.39 0.03 0.21 0.39
H 1.6729 -0.9027 0.4521 -0.30 -0.16 0.05 0.41
H 1.0152 -0.4976 -1.1063 0.10 -0.53 0.11 0.42
N 3.8881 -0.0290 -2.3493 4.21 -3.37 1.89 -0.81
C 2.9582 0.4650 -3.1018 -0.87 -0.74 -2.85 0.77
N 2.4247 1.4252 -2.4158 -2.78 4.51 2.12 -0.81
O 2.6575 0.0808 -4.2231 -0.13 0.11 -0.30 -0.68
H 4.2340 -0.9623 -2.5209 -0.08 0.29 -0.11 0.40
H 4.1122 0.3983 -1.4620 0.07 -0.54 -0.33 0.37
H 1.8799 2.2017 -2.7627 0.08 -0.47 -0.39 0.40
H 2.8569 1.5939 -1.5187 -0.69 0.38 -0.21 0.37
N -5.2829 3.9534 1.9492 -1.58 4.26 -1.52 -0.83
C -4.9088 2.6763 2.0512 -1.43 1.02 5.01 0.75
N -4.4736 2.2452 0.9160 1.76 -2.60 -3.29 -0.81
O -4.9507 2.1418 3.1567 0.40 -0.87 -0.99 -0.65
H -5.3786 4.3488 1.0248 0.46 -0.23 -0.24 0.35
H -5.9743 4.4871 2.4564 0.26 -1.12 1.18 0.40
H -3.9127 1.4054 0.9275 -0.23 0.15 -0.24 0.41
H -4.5290 2.8466 0.1065 0.34 -0.56 0.17 0.39
N 0.0462 -1.0762 -4.6894 0.53 1.06 -4.33 -0.82
C -0.1931 -1.5508 -3.5187 1.93 1.52 2.15 0.76
N -1.4356 -1.5088 -3.1314 -4.04 -1.23 2.11 -0.84
O 0.7156 -1.6852 -2.7055 0.64 -1.12 0.79 -0.72
H 0.8804 -0.5070 -4.7049 0.56 -0.11 -0.55 0.44
H -0.7255 -0.8458 -5.2990 0.34 0.06 0.03 0.37
H -1.5889 -1.9627 -2.2422 -0.32 0.08 -0.09 0.41
H -2.2507 -1.2400 -3.6638 0.45 -0.23 -0.13 0.39
N -1.0814 -1.0003 3.7959 5.16 -6.91 -1.43 -0.83
C -1.7893 -0.3906 4.6281 -4.35 2.46 1.02 0.74
N -2.1267 0.6746 3.9437 -1.81 5.79 -1.14 -0.86
O -2.3554 -0.6838 5.6477 0.16 -1.41 2.55 -0.69
H -0.7804 -1.9097 4.1160 0.56 0.01 -0.74 0.38
H -0.8481 -0.5562 2.9193 0.60 -1.18 0.16 0.42
H -1.5648 0.8534 3.1237 -0.78 0.90 0.19 0.37
H -2.9028 1.2695 4.1963 0.26 -0.06 -0.01 0.41

12
Properties=species:S:1:pos:R:3:forces:R:3:nbo_charge:R:1 method="wB97M-V/def2-TZVPD" smiles="F[C@H]1NC=[NH+][C@@H]1F" total_charge=+1 orbital_gap_ev=11.664 fmax_ev_per_a=3.344 lumo_ha=-0.1704 total_energy_ha=-426.28400
F -0.5691 -1.0119 1.8104 0.43 0.17 1.24 -0.29
C -0.4362 -0.9171 0.4905 0.18 0.29 -1.30 0.30
N -1.1618 0.2661 0.0502 -1.51 -1.60 1.45 -0.51
C -0.4482 1.2253 -0.3882 0.62 0.83 -3.18 0.40
N 0.7448 0.7741 -0.6611 1.96 0.39 -0.04 -0.53
C 0.9749 -0.5381 -0.0038 1.13 -0.33 1.29 0.30
F 1.4909 -1.5378 -0.7967 -0.42 1.51 0.44 -0.29
H -0.8102 -1.8665 0.0963 0.05 0.34 -0.55 0.23
H -2.0852 0.3160 0.3395 -2.18 0.53 0.35 0.44
H -0.7597 2.1828 -0.8812 -0.11 -0.76 1.31 0.28
H 1.4447 1.4529 -0.9700 0.15 -0.81 0.21 0.45
H 1.6153 -0.3457 0.9140 -0.31 -0.56 -1.23 0.22

21
Properties=species:S:1:pos:R:3:forces:R:3:nbo_charge:R:1 method="wB97M-V/def2-TZVPD" total_charge=-1 orbital_gap_ev=9.053 fmax_ev_per_a=0.439 lumo_ha=0.1025 total_energy_ha=-1255.53284
B -2.3022 1.4882 -0.4823 0.13 0.10 0.12 0.51
C -1.7676 0.0578 -0.7909 -0.04 -0.09 -0.23 -0.83
C -0.9092 0.1007 -2.0530 -0.04 -0.08 0.35 -0.05
O -0.4294 -1.2162 -2.4047 0.06 0.20 -0.39 -0.52
C 0.8828 -1.4186 -2.1837 -0.06 0.00 0.40 0.64
O 1.5140 -2.2278 -2.7970 0.01 -0.22 -0.09 -0.59
H -3.4452 1.7997 -0.6543 -0.03 -0.05 0.07 -0.11
H -1.5319 2.3263 -0.1268 -0.05 0.02 -0.08 -0.08
H -1.0980 -0.2455 0.0219 -0.10 0.01 0.02 0.29
H -2.5542 -0.6872 -0.9384 0.04 0.01 0.05 0.21
H -1.4760 0.4326 -2.9243 0.03 -0.01 0.00 0.17
H -0.0596 0.7724 -1.9061 -0.04 -0.03 0.01 0.20
H 1.2752 -0.8155 -1.3516 0.10 0.14 -0.11 0.15
C 1.7983 -0.7585 2.6794 0.02 -0.03 0.03 0.67
F 3.0320 -1.0410 2.2284 -0.02 0.01 0.01 -0.33
F 1.0214 -1.8211 2.4019 0.00 0.02 0.00 -0.34
F 1.8756 -0.6613 4.0178 -0.01 0.00 -0.03 -0.33
S 1.1322 0.7863 1.9223 -0.02 0.03 0.01 2.36
O 1.1284 0.4514 0.5076 0.05 -0.01 -0.11 -1.04
O 2.0960 1.7837 2.3192 -0.01 -0.01 0.00 -0.98
O -0.1829 0.8938 2.5146 -0.04 -0.01 0.00 -1.00

18
Properties=species:S:1:pos:R:3:forces:R:3:nbo_charge:R:1 method="wB97M-V/def2-TZVPD" s2=0.7546 total_charge=+1 multiplicity=2 orbital_gap_ev="11.068 / 5.283" fmax_ev_per_a=2.940 lumo_ha="-0.1286 / -0.3334" total_energy_ha=-343.02577
C 0.8507 -1.0055 0.0224 -1.02 0.40 -1.15 -0.29
C -0.7010 -1.0468 0.0743 -0.30 0.99 -1.50 -0.23
N -1.2677 -1.1507 1.3822 -0.71 -0.28 -0.29 -0.80
N 1.2402 -0.6836 -1.3437 0.33 -2.60 1.33 -0.32
H 1.2480 -1.9933 0.2838 0.75 0.50 0.26 0.26
H 1.2132 -0.1497 0.6167 0.03 -0.15 0.60 0.32
H -0.9827 -1.8008 -0.6788 -0.14 -0.38 0.71 0.21
H -1.0198 -0.1254 -0.4446 -0.01 0.02 0.44 0.21
H -1.9615 -0.4192 1.4880 0.26 0.24 0.28 0.38
H -1.8342 -1.9902 1.4887 0.55 -0.16 0.06 0.39
H 0.5379 -0.5714 -2.0811 0.18 0.50 0.00 0.43
H 2.0566 -1.2676 -1.5658 -0.03 0.83 -0.77 0.42
H -0.5160 1.8589 1.2375 -1.32 -0.24 -0.51 0.46
H 0.2561 1.7955 2.5437 -0.12 -0.17 0.67 0.48
O 0.2740 2.1366 1.6571 1.47 0.29 -0.28 -0.93
H 0.5709 1.4235 -1.4648 0.26 0.97 0.12 0.44
H 0.1676 2.9438 -1.5393 0.42 0.17 0.14 0.50
O -0.1326 2.0457 -1.6763 -0.60 -0.93 -0.12 -0.94